Entry 1:
C15H29NO3 in the gas phase at a distorted geometry. Source: the OMol25 dataset; level of theory: wB97M-V/def2-TZVPD.

The geometry in ORCA input format:
```
! wB97M-V def2-TZVPD RIJCOSX def2/J DEFGRID3
* xyz 0 1
O 1.99769 0.12887 1.48853
O -0.04796 -1.23734 2.84887
O -1.80555 0.14249 1.70192
C 2.96265 2.58651 2.33679
C 1.70662 2.12183 2.72351
N -0.19904 1.78364 0.72414
C -0.16667 -5.01804 -1.73824
C 0.39155 2.98557 2.82406
C 1.55107 0.65351 2.80068
C -0.28973 2.68219 -0.43615
C -0.72784 -4.05342 -2.75590
C -0.00761 1.83166 -1.69852
C -0.58074 -2.62078 -2.25244
C -0.78511 0.52952 -1.93006
C -0.99474 -1.62163 -3.34184
C -0.39675 -0.18166 -3.20570
C 0.15978 0.15171 3.22025
C -1.13316 0.94891 2.75437
C -0.70811 2.21853 2.06970
H 1.63800 -0.84105 1.51234
H -0.82381 -1.19574 2.24159
H -1.18186 0.39105 0.95964
H 3.76322 1.95387 2.06458
H 3.27079 3.65938 2.22632
H 0.83525 1.52714 0.79443
H 0.72752 -4.60134 -1.31958
H -0.86591 -5.28607 -0.94632
H 0.21853 -5.87055 -2.24667
H 0.07873 3.11242 3.82934
H 0.59626 4.01769 2.40887
H 2.30558 0.15642 3.52819
H 0.29372 3.56808 -0.27298
H -1.39442 3.11733 -0.51603
H -1.75619 -4.38645 -2.95612
H -0.21738 -4.22754 -3.67637
H 1.01353 1.53373 -1.71446
H -0.14229 2.53903 -2.56798
H 0.45431 -2.45342 -2.01396
H -1.16065 -2.50851 -1.36794
H -0.74816 -0.15167 -1.11422
H -1.80474 0.70652 -2.01863
H -0.60231 -1.98141 -4.26217
H -2.12450 -1.51395 -3.42263
H 0.68118 -0.25886 -3.25848
H -0.71023 0.56392 -3.92408
H 0.15274 0.20731 4.32906
H -1.81941 1.24764 3.56443
H -1.60385 2.94295 2.00584
*
```

Properties
Energy = -869.32728 hartree
SMILES = C=C1C[C@@H](NCCCCCCCC)[C@@H](O)[C@@H](O)[C@H]1O
ΔE to the lowest compared entry with this formula, charge and spin = 69.4 kcal/mol



Entry 2:
3 unconnected molecules or ions with the total composition C15H29NO7S. Source: the OMol25 dataset; level of theory: wB97M-V/def2-TZVPD.

The geometry in ORCA input format:
```
! wB97M-V def2-TZVPD RIJCOSX def2/J DEFGRID3
* xyz 0 1
N 0.69772 -0.89963 -1.73644
C -0.51197 -0.10292 -1.63059
C -0.29625 1.26388 -0.98484
C 0.10109 2.29994 -2.04633
C 0.79219 3.51619 -1.44416
C 2.22370 3.19691 -1.04162
O 3.09906 3.37228 -2.17041
C 3.43140 2.26064 -2.85267
O 3.59971 1.17525 -2.37404
C -1.18741 2.65797 -2.78802
S -1.97791 1.17076 -3.40144
O -1.94601 1.17519 -4.82492
O -3.21228 0.99423 -2.70125
O -0.97062 0.01403 -2.98891
H 1.17651 -0.89095 -0.84219
H 1.33386 -0.47709 -2.40727
H -1.20538 -0.68992 -1.02315
H 0.47312 1.18927 -0.21796
H -1.21718 1.62491 -0.51657
H 0.75728 1.80686 -2.77322
H 0.84414 4.30917 -2.19456
H 0.24076 3.88323 -0.57639
H 2.56921 3.85696 -0.24955
H 2.32120 2.17716 -0.66851
H 3.53609 2.46925 -3.92548
H -1.88746 3.08989 -2.07370
H -1.03694 3.30753 -3.64775
C -1.63017 -3.86117 -0.31117
C -1.33806 -5.24427 0.26354
C -0.87078 -4.89115 1.67182
O -1.56878 -3.69909 2.04500
C -2.20689 -3.13675 0.89553
H -2.31539 -3.87220 -1.15755
H -0.70138 -3.38387 -0.63348
H -2.25411 -5.83729 0.30480
H -0.59303 -5.80517 -0.29802
H 0.20601 -4.69052 1.68986
H -1.08910 -5.66801 2.40529
H -3.28652 -3.29598 0.98306
H -2.01630 -2.06160 0.87127
C 0.84351 1.05875 4.42570
C 0.22283 -0.27038 3.99677
C -0.19157 0.03517 2.56606
O 0.76008 0.98336 2.06536
C 1.54389 1.49795 3.14716
H 1.52837 0.97129 5.26756
H 0.06057 1.77091 4.69439
H 0.97335 -1.06273 4.01347
H -0.61627 -0.58425 4.61448
H -1.19005 0.48420 2.52899
H -0.18600 -0.84612 1.92221
H 2.55239 1.07620 3.08501
H 1.61575 2.58172 3.04480
*
```

Properties
Energy = -1568.53662 hartree
SMILES = N[C@H]1C[C@H](CCOC=O)CS(=O)(=O)O1.C1CCOC1.C1CCOC1
ΔE to the lowest compared entry with this formula, charge and spin = 0.0 kcal/mol



Entry 3:
A molecular structure, C15H29O2PtSi. Source: the OMol25 dataset; level of theory: wB97M-V/def2-TZVPD.

The geometry in ORCA input format:
```
! wB97M-V def2-TZVPD RIJCOSX def2/J DEFGRID3
* xyz 3 1
Pt 1.50189 -2.00607 0.86309
C 0.20939 -2.67721 -2.85312
C 1.21213 -2.28709 -1.81870
C 1.78780 -3.27788 -0.93556
C 3.02473 -3.09231 -0.24819
C 3.51852 -1.77742 -0.13324
C 2.66178 -0.75271 -0.59693
C 1.63369 -1.00685 -1.58610
H -0.38332 -3.53477 -2.53678
H 0.73199 -2.96686 -3.76850
H -0.45599 -1.85177 -3.09617
H 1.35679 -4.27300 -0.92901
H 3.52827 -3.93092 0.21396
H 4.41867 -1.55400 0.42295
H 2.93594 0.27292 -0.38646
H 1.19662 -0.16156 -2.10159
C 0.23005 0.53075 2.37001
O 0.64451 -0.85658 2.39353
C 0.18737 -1.59598 3.55700
C 0.78913 -2.97383 3.44883
O 0.63634 -3.44957 2.08083
C -0.68592 -3.98533 1.76801
H 0.59823 1.02166 3.26901
H -0.85687 0.57933 2.31991
H 0.67392 0.98223 1.48900
H -0.90389 -1.60658 3.54376
H 0.53515 -1.09127 4.45907
H 0.31344 -3.68247 4.12576
H 1.86183 -2.96244 3.63186
H -0.92673 -4.73234 2.52112
H -0.60770 -4.45897 0.79470
H -1.42930 -3.19035 1.75269
C -2.14825 6.41036 -3.93898
Si -3.26722 7.16994 -2.10205
C -2.43578 8.63836 -1.40216
C -5.07121 7.16574 -2.38751
C -2.28591 5.70627 -2.53532
H -2.67433 7.40616 -4.02650
H -2.59887 5.82831 -4.73754
H -1.11808 6.66003 -4.17533
H -2.79457 9.56117 -1.86035
H -1.35104 8.58342 -1.48615
H -2.69188 8.69033 -0.33800
H -5.40286 8.07660 -2.88851
H -5.56267 7.14644 -1.40825
H -5.40328 6.29444 -2.95056
H -1.31637 5.58790 -2.06538
H -2.80364 4.75833 -2.62689
*
```

Properties
Energy = -1147.19188 hartree
ΔE to the lowest compared entry with this formula, charge and spin = 0.0 kcal/mol



Entry 4:
A molecular structure, C15H29SiSn at a distorted geometry. Source: the OMol25 dataset; level of theory: wB97M-V/def2-TZVPD.

The geometry in ORCA input format:
```
! wB97M-V def2-TZVPD RIJCOSX def2/J DEFGRID3
* xyz -1 1
C 0.61424 -0.09227 -3.72274
Si 1.31100 -0.74977 -2.12868
C 3.17328 -0.94716 -2.16363
H 0.94340 0.37847 -1.13910
C 0.50147 -2.40732 -1.66856
Sn -0.60116 -2.39118 0.20586
C -1.48638 -4.32582 0.56342
C 0.99631 -2.15268 1.65857
C -2.07971 -0.83994 -0.15975
H 0.76600 -0.82989 -4.52915
H -0.46101 0.11299 -3.62841
H 1.11794 0.84395 -3.99712
H 3.44517 -1.71402 -2.91378
H 3.66402 -0.00607 -2.45127
H 3.58417 -1.26466 -1.19378
H -0.23537 -2.71144 -2.43295
H 1.25397 -3.20744 -1.55152
H -2.02257 -4.29135 1.51979
H -2.17958 -4.56391 -0.25155
H -0.68988 -5.07819 0.60812
H 0.55027 -1.88858 2.62574
H 1.52080 -3.11610 1.73534
H 1.72280 -1.39525 1.34425
H -2.70060 -0.72897 0.73690
H -1.60498 0.12291 -0.39565
H -2.69928 -1.16325 -1.00883
C 1.04279 3.30901 -0.37561
C 0.75485 2.21577 0.58862
C 1.87111 1.31717 0.97464
C -0.49428 2.21373 1.26006
C -0.81332 1.20634 2.23120
C -2.09665 1.09463 2.75114
C -3.06235 2.06271 2.45191
C -2.75612 3.12206 1.58656
C -1.51073 3.19530 0.97978
H 0.31958 3.34836 -1.19467
H 0.99239 4.27592 0.15320
H 2.04712 3.21507 -0.81051
H 1.54563 0.27854 1.07942
H 2.65309 1.31201 0.20132
H 2.34885 1.60176 1.92835
H -0.04406 0.49284 2.56458
H -2.34874 0.23234 3.37876
H -4.05953 1.98119 2.88604
H -3.50660 3.89442 1.38905
H -1.28732 4.03775 0.31463
*
```

Properties
Energy = -1092.68773 hartree



no.,orbital gap (eV),HOMO energy (eV)
1,9.98,-9.3
2,10.15,-9.6
3,7.88,-17.8
4,3.86,-1.2